# 1
21
Properties=species:S:1:pos:R:3:mulliken_charge:R:1 method="wB97M-V/def2-TZVPD" homo_lumo_gap_ev=10.21 smiles=CCC[C@H](N)CN e_tot_ev=-8391.46285 de_lowest_kcal_mol=26.7 homo_energy_ev=-9.225 e_lumo_ev=0.9852
H -0.05674 0.37394 -1.71618 0.388
H 2.20558 -0.12818 -1.83026 0.395
H 1.74886 -1.04486 -0.40211 0.217
H 0.49140 1.62572 -0.59183 0.400
H 2.17897 0.77205 1.06388 0.293
C -0.54024 -0.20860 0.13765 0.340
C 1.86392 -0.03711 -0.80417 -0.479
N -0.64871 -1.59386 -0.36420 -0.595
H 3.47273 -0.13836 0.69144 0.359
H -1.51085 -1.67274 -0.89808 0.284
C 2.84251 0.60713 0.20483 -1.128
H -0.10538 -0.30997 1.14142 0.226
N -3.02413 -0.12539 0.81943 -0.539
C 0.45283 0.54649 -0.75879 -0.963
H -0.78717 -2.25943 0.38695 0.248
H 3.38541 1.45274 -0.20017 0.293
C -1.86907 0.52618 0.21759 -0.881
H -3.26005 0.43455 1.62951 0.255
H -3.05314 -1.06248 1.19710 0.223
H -1.59659 1.37779 0.84550 0.397
H -2.19013 0.86440 -0.76952 0.269

# 2
16
Properties=species:S:1:pos:R:3:mulliken_charge:R:1 method="wB97M-V/def2-TZVPD" homo_lumo_gap_ev=8.36 smiles="C=C=C[N+](=O)[O-].CN" e_tot_ev=-11346.80786 de_lowest_kcal_mol=168.5 homo_energy_ev=-8.718 e_lumo_ev=-0.3597
H 3.08099 -1.41822 0.79602 0.332
O 1.32739 0.86138 -0.79287 -0.582
H -2.57472 2.02201 1.14241 0.322
H -0.67872 -2.77615 0.14613 0.267
C -2.21970 1.82615 0.12462 -0.799
C 2.20589 -0.95533 0.35361 -0.394
C 0.22301 -2.37581 -0.32821 -0.507
N -1.46376 0.57730 0.15092 -0.452
O 3.21924 0.99542 0.24734 -0.573
H -1.70643 2.58149 -0.32062 0.285
H -3.10147 1.75730 -0.53747 0.228
N 2.20998 0.44932 -0.08033 0.979
C 1.21187 -1.77907 0.15245 0.246
H 0.14377 -2.70917 -1.45314 0.195
H -0.82120 0.74992 -0.58346 0.218
H -1.05615 0.19345 0.98260 0.237

# 3
16
Properties=species:S:1:pos:R:3:mulliken_charge:R:1 method="wB97M-V/def2-TZVPD" homo_lumo_gap_ev="9.30 / 6.55" e_tot_ev=-16624.56448 de_lowest_kcal_mol=101.5 homo_energy_ev="-13.590 / -11.772" total_charge=+1 e_lumo_ev="-4.2931 / -5.2189"
C -1.62564 -0.24021 0.01822 -0.389
H -0.57934 0.41805 -1.75106 0.358
H 1.94088 1.06069 1.40678 0.197
N -1.96054 1.20771 0.15084 -0.273
H 2.72569 -1.40124 -0.38127 0.326
S 1.11717 1.38951 0.40130 -0.239
H 1.23705 -2.16633 0.28452 0.317
C 1.86841 -1.29186 0.26014 -1.190
H -1.08863 1.82235 0.74287 0.291
C -0.41295 -0.42956 -1.02058 -0.911
H -2.83659 1.52270 0.47103 0.344
H -1.72274 1.46955 -0.82162 0.343
H 2.29220 -1.14108 1.20953 0.467
H -1.46088 -0.72228 0.90795 0.371
H -0.44805 -1.29472 -1.59300 0.417
C 0.95396 -0.20327 -0.28567 0.570